No. 1
{
  "formula": "C6H14N3",
  "method": "ωB97M-V/def2-TZVPD",
  "elements": ["C", "C", "C", "C", "C", "C", "N", "N", "N", "H", "H", "H", "H", "H", "H", "H", "H", "H", "H", "H", "H", "H", "H"],
  "coordinates": [[2.779452, -0.636539, -0.030776], [1.622537, 1.194799, 0.229726], [-1.322413, 1.250014, 0.221291], [-0.797487, -0.231779, -1.684880], [-1.559484, -1.151797, 0.592183], [-0.711451, -0.049408, -0.150425], [2.880969, 0.594706, -0.131869], [1.538387, -1.086760, 0.292385], [0.726527, -0.023500, 0.341566], [3.546925, -1.342192, -0.069218], [1.825586, 1.785142, 1.209276], [1.250109, 1.979860, -0.373614], [-2.501035, 1.171318, 0.287299], [-0.956239, 1.382178, 1.305510], [-1.130080, 2.043474, -0.453798], [-0.310802, -1.167934, -2.066974], [-0.407903, 0.476516, -2.428229], [-1.924309, -0.396253, -1.949410], [-2.676316, -1.099647, 0.405975], [-1.369886, -2.199880, 0.156446], [-1.451068, -1.125971, 1.653995], [1.168787, -2.073008, 0.388418], [-0.220813, 0.706655, 2.255117]],
  "atomic_forces_ev_per_a": [[0.495, -1.029, 0.325], [1.133, -0.992, 1.754], [-2.638, -0.060, 2.024], [-1.311, -2.145, -1.438], [-0.330, -1.800, -2.257], [-1.119, -0.989, -0.604], [0.396, 2.520, -0.225], [-2.574, -0.982, 0.071], [-1.052, 0.784, 0.588], [1.277, -0.886, -0.376], [-0.626, -1.442, -0.975], [-0.536, 0.268, -1.362], [2.502, 0.032, -0.155], [-0.630, 0.739, -1.038], [0.594, 0.996, -0.308], [-0.377, 0.368, 0.803], [-0.060, 0.679, 0.995], [1.984, 0.465, 0.578], [1.377, 0.659, -0.079], [0.259, 1.336, 0.912], [0.407, -0.033, 0.722], [0.556, 1.738, -0.202], [0.274, -0.225, 0.248]],
  "lowdin_charge": [-0.15, -0.09, -0.08, -0.03, -0.05, -0.57, 0.12, 0.14, -0.01, 0.13, 0.18, 0.12, 0.15, 0.03, 0.08, 0.09, 0.09, 0.14, 0.11, 0.11, 0.06, 0.22, 0.22],
  "total_charge": 1,
  "e_above_lowest_kj_mol": 608.4,
  "e_tot_ha": -400.818589
}


No. 2
{
  "formula": "C3H4O2",
  "method": "ωB97M-V/def2-TZVPD",
  "elements": ["C", "C", "O", "C", "O", "H", "H", "H", "H"],
  "coordinates": [[-0.634089, -0.246493, -1.039440], [0.049377, -0.182042, 0.103738], [0.540063, -1.244233, 0.798667], [0.453116, 1.102569, 0.756696], [-0.034399, 2.179527, 0.508220], [0.171065, -2.055461, 0.423433], [-0.806721, -1.189716, -1.552706], [-1.009108, 0.658877, -1.496760], [1.270695, 0.976971, 1.498152]],
  "atomic_forces_ev_per_a": [[0.131, 0.031, 0.158], [-0.184, 0.153, -0.391], [-0.057, -0.256, -0.045], [-0.207, 0.358, -0.075], [0.268, -0.576, 0.072], [0.173, 0.103, 0.096], [-0.068, 0.116, 0.171], [0.112, -0.007, 0.079], [-0.169, 0.079, -0.065]],
  "lowdin_charge": [0.09, -0.38, 0.03, -0.20, 0.07, 0.11, 0.07, 0.07, 0.13],
  "smiles": "C=C(O)C=O",
  "e_above_lowest_kj_mol": 106.3,
  "e_tot_ha": -267.152307
}


No. 3
{
  "formula": "CH4IOP",
  "method": "ωB97M-V/def2-TZVPD",
  "elements": ["C", "O", "P", "I", "H", "H", "H", "H"],
  "coordinates": [[1.112321, -0.187596, -0.460473], [-0.276016, -0.376421, -0.616434], [-1.325023, 0.780584, -0.195292], [-3.295478, -0.567692, -0.266480], [1.596011, -1.011504, -0.981564], [1.369970, -0.215889, 0.601138], [1.441000, 0.762304, -0.884232], [-0.622785, 0.816214, 2.803337]],
  "atomic_forces_ev_per_a": [[0.466, 0.078, 0.208], [-0.476, -0.350, -0.240], [0.233, 0.291, 0.388], [-0.310, -0.116, 0.012], [0.050, 0.089, 0.040], [0.071, -0.008, -0.036], [0.033, 0.026, -0.049], [-0.068, -0.009, -0.323]],
  "lowdin_charge": [-0.19, -0.69, 0.32, 0.29, 0.09, 0.07, 0.07, 0.03],
  "e_above_lowest_kj_mol": 295.8,
  "e_tot_ha": -754.669775
}


No. 4
{
  "formula": "H2NO3S2",
  "method": "ωB97M-V/def2-TZVPD",
  "elements": ["N", "O", "O", "O", "S", "S", "H", "H"],
  "coordinates": [[0.478029, -0.945486, -1.153614], [0.703814, -0.069528, 1.257696], [-0.097746, 1.574024, -0.401895], [-0.838390, -0.798063, -0.564131], [-1.814986, 0.882688, 1.840678], [-0.418758, 0.479241, 0.561525], [1.059628, -1.101668, -0.311943], [0.928410, -0.021208, -1.228317]],
  "atomic_forces_ev_per_a": [[1.169, -0.919, 0.266], [1.471, -0.541, 0.699], [-0.489, -1.254, 1.579], [1.376, 1.858, 1.032], [-0.642, -0.182, -0.453], [-1.258, 1.999, -1.658], [-0.341, -1.429, -0.272], [-1.286, 0.468, -1.194]],
  "lowdin_charge": [-0.07, -0.45, -0.46, -0.37, 0.16, 0.11, 0.04, 0.04],
  "smiles": "NOS(=O)(=O)[S-]",
  "total_charge": -1,
  "e_above_lowest_kj_mol": 174.7,
  "e_tot_ha": -1078.044603
}


No. 5
{
  "formula": "C4H8N2S",
  "method": "ωB97M-V/def2-TZVPD",
  "elements": ["C", "C", "C", "C", "N", "N", "S", "H", "H", "H", "H", "H", "H", "H", "H"],
  "coordinates": [[0.587761, -0.335841, 0.735472], [-1.343313, -1.352574, -0.319991], [-1.060300, 1.214902, -0.354346], [-0.757168, -0.113675, 0.363362], [1.659918, -0.177620, 0.325117], [2.822720, 0.301978, 0.316910], [4.210265, 0.067147, -0.517286], [-2.377395, -1.377917, -0.363517], [-1.034535, -2.229645, 0.176444], [-0.963352, -1.427752, -1.297018], [-1.651785, 1.871709, 0.221608], [-1.530661, 0.986370, -1.263166], [-0.081526, 1.674494, -0.461530], [-1.308139, 0.040406, 1.257383], [2.827505, 0.858017, 1.180561]],
  "atomic_forces_ev_per_a": [[-0.888, -1.936, 0.371], [1.649, 0.517, 0.531], [2.155, -0.714, 0.301], [-2.963, 0.806, 0.118], [1.918, 0.336, -1.186], [-1.245, 1.489, 2.803], [1.576, -0.799, -1.401], [-2.085, 0.430, 0.031], [0.389, -1.095, 0.748], [0.512, -0.015, -1.467], [-0.801, 0.575, 0.681], [-0.457, 0.145, -1.495], [-0.147, 0.530, -0.725], [-0.465, -0.567, 1.314], [0.851, 0.298, -0.624]],
  "lowdin_charge": [0.02, -0.03, -0.02, -0.39, 0.06, -0.62, 0.33, 0.07, 0.07, 0.08, 0.07, 0.06, 0.08, 0.12, 0.11],
  "e_above_lowest_kj_mol": 537.5,
  "e_tot_ha": -664.728033
}